# 1
{
  "formula": "C29H29BBr2N6O2SbSn",
  "method": "ωB97M-V/def2-TZVPD",
  "e_homo_ha": -0.395,
  "gap_ev": 8.41,
  "charge": 1,
  "relative_energy_kj_mol": 0.00,
  "elements": ["Sn", "C", "C", "N", "N", "C", "B", "N", "C", "C", "C", "N", "N", "C", "C", "C", "N", "H", "H", "H", "H", "H", "H", "H", "H", "H", "H", "Br", "C", "C", "C", "C", "C", "C", "C", "C", "C", "C", "H", "H", "H", "H", "H", "H", "Br", "C", "C", "C", "C", "C", "C", "C", "O", "O", "H", "H", "H", "H", "C", "Sb", "C", "C", "H", "H", "H", "H", "H", "H", "H", "H", "H"],
  "coordinates": [[0.03055, 0.54999, -0.03348], [0.30814, 4.93513, -0.68893], [-0.08748, 3.65812, -1.06436], [0.38881, 2.75887, -0.20110], [1.08476, 3.43018, 0.73442], [1.05129, 4.73874, 0.46153], [1.87327, 2.68011, 1.83415], [0.87824, 1.85290, 2.67523], [0.67393, 1.82374, 3.99783], [-0.28528, 0.86725, 4.28094], [-0.62945, 0.33527, 3.04402], [0.07209, 0.94308, 2.08979], [2.82175, 1.71412, 1.10188], [4.15829, 1.62155, 1.13784], [4.55250, 0.62458, 0.26698], [3.36259, 0.14057, -0.27742], [2.32499, 0.80605, 0.22847], [0.08282, 5.86654, -1.17597], [-0.72280, 3.35190, -1.87943], [1.56477, 5.43948, 1.09772], [2.47026, 3.45544, 2.51998], [1.23061, 2.47775, 4.64723], [-0.67148, 0.59134, 5.24533], [-1.32913, -0.44558, 2.79026], [4.73240, 2.27044, 1.77736], [5.55388, 0.29472, 0.05681], [3.20203, -0.65284, -0.98792], [-2.48495, 2.80201, 1.20757], [-3.66044, 1.33898, 0.95255], [-4.89937, 1.49516, 1.50065], [-5.89935, 0.52961, 1.29520], [-5.63365, -0.54233, 0.50627], [-4.35504, -0.72473, -0.07434], [-4.14971, -1.85188, -0.90189], [-2.94344, -2.08920, -1.47069], [-1.87555, -1.21654, -1.18876], [-2.00322, -0.10764, -0.38200], [-3.29393, 0.20469, 0.16774], [-5.11346, 2.38045, 2.08249], [-6.87350, 0.66380, 1.74467], [-6.39600, -1.28492, 0.30699], [-4.98303, -2.52386, -1.06524], [-2.78015, -2.95391, -2.09985], [-0.91291, -1.49156, -1.59553], [-1.41425, -3.36464, 1.89834], [0.28583, -4.14400, 1.56290], [0.54166, -5.35276, 2.19260], [1.71992, -6.03335, 1.93128], [2.63157, -5.52552, 1.01720], [2.36252, -4.32753, 0.38151], [1.20168, -3.60734, 0.65902], [1.03667, -2.30169, -0.05192], [0.52051, -1.35226, 0.65486], [1.39770, -2.16969, -1.21609], [-0.18998, -5.76166, 2.87494], [1.91229, -6.97302, 2.43131], [3.54304, -6.06348, 0.79624], [3.05074, -3.92087, -0.34786], [-0.93961, 1.32569, -3.99638], [0.69648, 0.60164, -2.85176], [1.25828, -1.04728, -4.04619], [2.20906, 2.03694, -3.25034], [-0.66398, 1.30769, -5.04961], [-1.19985, 2.34297, -3.71277], [-1.80064, 0.67964, -3.83313], [1.73063, -0.66027, -4.94746], [0.35704, -1.59718, -4.31190], [1.92722, -1.69584, -3.49195], [2.74813, 1.74706, -4.15005], [2.89753, 2.08889, -2.40919], [1.74522, 3.01031, -3.39861]],
  "forces_ev_per_a": [[0.3, 0.0, 0.2], [0.0, 0.0, 0.0], [-0.1, 0.0, 0.0], [-0.2, 0.0, -0.2], [0.0, 0.1, 0.1], [0.0, 0.0, 0.0], [0.0, 0.0, 0.1], [-0.1, 0.1, 0.0], [0.0, 0.0, 0.0], [0.0, 0.0, 0.0], [0.0, 0.0, 0.0], [0.1, 0.0, 0.0], [0.0, -0.1, -0.1], [-0.1, 0.0, 0.0], [0.0, 0.0, -0.1], [0.1, 0.1, 0.1], [0.0, 0.1, 0.1], [0.0, 0.0, 0.0], [0.0, 0.0, 0.0], [0.0, 0.0, 0.0], [0.0, -0.1, 0.0], [0.0, 0.0, 0.0], [0.0, 0.0, 0.0], [0.0, 0.0, 0.0], [0.0, 0.0, 0.0], [0.0, 0.0, 0.0], [0.0, -0.1, 0.0], [0.1, 0.0, 0.0], [0.1, 0.0, -0.1], [0.0, 0.0, 0.0], [-0.1, 0.1, 0.1], [0.0, -0.1, -0.1], [0.0, 0.1, 0.1], [-0.1, -0.1, 0.0], [0.2, 0.0, -0.1], [-0.3, 0.1, 0.2], [-0.1, 0.1, -0.2], [0.0, -0.1, 0.1], [0.0, 0.0, 0.0], [0.0, 0.0, 0.0], [0.0, 0.0, 0.0], [0.0, 0.0, 0.0], [0.0, 0.0, 0.0], [0.2, -0.1, -0.1], [0.0, 0.0, 0.0], [0.0, 0.0, 0.0], [0.0, 0.0, 0.0], [0.0, 0.0, 0.0], [0.0, 0.0, 0.0], [0.0, 0.0, 0.0], [0.0, -0.1, 0.0], [-0.1, -0.1, 0.0], [0.0, 0.1, 0.0], [0.1, 0.1, -0.2], [0.0, 0.0, 0.0], [0.0, 0.0, 0.0], [0.0, 0.0, 0.0], [0.0, 0.0, 0.0], [0.0, 0.0, 0.0], [0.0, 0.0, 0.0], [0.0, 0.0, 0.0], [0.0, 0.0, 0.0], [0.0, 0.0, 0.0], [0.0, 0.0, 0.0], [0.0, 0.0, 0.0], [0.0, 0.0, 0.0], [0.0, 0.0, 0.0], [0.0, 0.0, 0.0], [0.0, 0.0, 0.0], [0.0, 0.0, 0.0], [0.0, 0.0, 0.0]]
}



# 2
{
  "formula": "C29H29Cl5GeN6O5SeSiTi",
  "method": "ωB97M-V/def2-TZVPD",
  "e_homo_ha": [-0.176, -0.191],
  "gap_ev": [5.52, 5.92],
  "charge": -1,
  "spin_multiplicity": 2,
  "relative_energy_kj_mol": 12.22,
  "s2": 0.7535,
  "elements": ["Ti", "C", "O", "C", "O", "N", "N", "H", "H", "H", "H", "H", "H", "Se", "N", "C", "C", "C", "C", "C", "N", "C", "C", "N", "C", "C", "C", "C", "C", "N", "H", "H", "H", "H", "H", "H", "C", "Si", "C", "C", "O", "H", "H", "H", "H", "H", "H", "H", "H", "H", "Cl", "C", "Cl", "C", "O", "O", "H", "C", "C", "C", "C", "C", "C", "C", "C", "C", "C", "H", "H", "H", "H", "H", "H", "H", "Cl", "Ge", "Cl", "Cl"],
  "coordinates": [[0.11935, -0.29813, 0.37076], [-2.74115, 1.63418, 3.59468], [-1.47259, 2.31600, 3.54545], [-0.57282, 1.87806, 2.68372], [-0.82136, 1.06821, 1.79209], [0.60855, 2.50842, 2.87846], [1.66335, 2.30249, 1.98094], [-3.41237, 2.31973, 4.10389], [-2.63286, 0.70914, 4.15229], [-3.10241, 1.42221, 2.59096], [0.81159, 2.71189, 3.84729], [2.17820, 1.46050, 2.23182], [2.25284, 3.12245, 2.00767], [4.47838, 5.00215, -3.77379], [4.78104, 3.35879, -3.14255], [3.69289, 2.97331, -2.53819], [3.54285, 1.66850, -1.89957], [4.54529, 0.70283, -1.87554], [4.28758, -0.50300, -1.25986], [3.03190, -0.72412, -0.70270], [2.06495, 0.18744, -0.72900], [2.32362, 1.37140, -1.29311], [1.23015, 2.34216, -1.25245], [0.14707, 1.94537, -0.59168], [-0.90074, 2.75636, -0.56294], [-0.89787, 4.01390, -1.16073], [0.23642, 4.43816, -1.82188], [1.33238, 3.58299, -1.87966], [2.58876, 3.91818, -2.54271], [2.80594, 5.05190, -3.14783], [5.50164, 0.91602, -2.33493], [5.03588, -1.28018, -1.19971], [2.78500, -1.66111, -0.22141], [-1.77822, 2.38098, -0.05218], [-1.77956, 4.63602, -1.10250], [0.28836, 5.40798, -2.29892], [-0.81451, -4.49087, 0.53354], [0.31950, -3.56215, -0.60875], [2.02660, -4.33588, -0.59881], [-0.36010, -3.63602, -2.35463], [0.45809, -1.98741, -0.17289], [-0.97201, -5.51717, 0.18979], [-1.79133, -4.00198, 0.58460], [-0.40278, -4.52796, 1.54400], [1.96881, -5.40332, -0.82857], [2.47409, -4.22117, 0.39148], [2.68205, -3.87319, -1.34260], [-0.46124, -4.67303, -2.68830], [0.29628, -3.11604, -3.05731], [-1.34209, -3.16031, -2.40516], [4.84191, -1.51528, 2.47221], [3.34830, -1.24229, 3.42713], [3.43395, 0.35032, 4.20806], [2.14319, -1.46377, 2.48204], [1.83514, -2.63716, 2.34472], [1.65188, -0.42834, 1.93535], [3.32545, -1.98912, 4.21067], [-5.76681, -0.12519, -0.35770], [-4.85254, -0.29666, 0.70680], [-3.51114, -0.31306, 0.45494], [-2.98529, -0.17411, -0.85736], [-1.57379, -0.18992, -1.09129], [-1.18214, -0.11461, -2.41241], [-2.09191, -0.00159, -3.48907], [-3.43532, 0.05676, -3.24989], [-3.91643, -0.03248, -1.92297], [-5.30635, 0.00074, -1.63759], [-6.83153, -0.10925, -0.15741], [-5.20713, -0.44163, 1.72006], [-2.81801, -0.46553, 1.27308], [-0.12062, -0.13930, -2.66009], [-1.71783, 0.04716, -4.50676], [-4.14643, 0.15663, -4.06330], [-6.00146, 0.11467, -2.46335], [-0.73346, -3.87837, 4.28322], [-1.12488, -1.96495, 3.15140], [-3.33612, -1.79450, 3.84281], [-0.22405, -0.54388, 4.77410]],
  "forces_ev_per_a": [[0.1, 0.4, -0.1], [0.0, 0.0, 0.0], [0.0, 0.1, 0.0], [0.0, 0.0, 0.0], [-0.1, -0.1, 0.0], [0.0, 0.0, 0.0], [0.0, 0.0, 0.0], [0.0, 0.0, 0.0], [0.0, 0.0, 0.0], [0.0, 0.0, 0.0], [0.0, 0.0, 0.0], [0.0, 0.0, 0.0], [0.0, 0.0, 0.0], [0.0, 0.0, 0.0], [0.0, 0.0, 0.0], [0.0, 0.0, 0.0], [0.0, 0.0, 0.0], [0.1, 0.0, 0.0], [0.0, 0.1, 0.0], [0.0, 0.0, 0.0], [0.1, -0.1, 0.0], [0.0, 0.0, 0.0], [0.0, 0.0, 0.0], [-0.1, 0.1, 0.0], [0.0, 0.0, 0.0], [0.1, 0.0, 0.0], [0.0, 0.0, 0.0], [0.0, 0.0, 0.0], [0.0, 0.0, 0.0], [0.0, 0.0, 0.0], [0.0, 0.0, 0.0], [0.0, 0.0, 0.0], [0.0, 0.0, 0.0], [0.0, 0.0, 0.0], [0.0, 0.0, 0.0], [0.0, 0.0, 0.0], [0.0, 0.0, 0.0], [0.0, 0.0, 0.0], [0.0, 0.0, 0.0], [0.0, 0.0, 0.0], [0.0, -0.2, 0.0], [0.0, 0.0, 0.0], [0.0, 0.0, 0.0], [0.0, 0.0, 0.0], [0.0, 0.0, 0.0], [0.0, 0.0, 0.0], [0.0, 0.0, 0.0], [0.0, 0.0, 0.0], [0.0, 0.0, 0.0], [0.0, 0.0, 0.0], [0.0, 0.0, 0.0], [0.0, 0.0, 0.0], [0.0, 0.0, 0.0], [-0.1, 0.0, 0.1], [0.0, 0.0, 0.0], [0.0, 0.0, 0.0], [0.0, 0.0, 0.0], [0.0, 0.0, 0.0], [0.0, 0.0, 0.0], [0.0, 0.0, 0.0], [-0.1, 0.0, -0.1], [0.1, 0.0, 0.1], [-0.1, 0.0, 0.0], [0.1, 0.0, 0.0], [0.0, 0.0, 0.0], [0.0, 0.0, 0.0], [0.0, 0.0, 0.0], [0.0, 0.0, 0.0], [0.0, 0.0, 0.0], [0.0, 0.0, 0.0], [0.0, 0.0, 0.0], [0.0, 0.0, 0.0], [0.0, 0.0, 0.0], [0.0, 0.0, 0.0], [0.0, 0.0, 0.0], [0.0, 0.0, 0.1], [0.0, 0.0, 0.0], [0.0, 0.0, 0.0]]
}



# 3
{
  "formula": "C29H29ClFN4O8SScSi",
  "method": "ωB97M-V/def2-TZVPD",
  "e_homo_ha": -0.067,
  "gap_ev": 6.32,
  "charge": -2,
  "relative_energy_kj_mol": 48.34,
  "elements": ["Sc", "C", "O", "C", "C", "C", "C", "C", "C", "N", "N", "C", "O", "C", "C", "C", "C", "C", "C", "C", "O", "H", "H", "H", "H", "H", "H", "H", "H", "H", "H", "H", "H", "C", "Si", "C", "C", "N", "C", "C", "C", "C", "C", "C", "F", "H", "H", "H", "H", "H", "H", "H", "H", "H", "H", "H", "H", "H", "O", "N", "C", "C", "C", "C", "C", "S", "H", "H", "H", "H", "O", "Cl", "O", "O", "O"],
  "coordinates": [[-0.61217, -0.40038, 0.41713], [1.20717, -6.05402, 1.04981], [0.79736, -4.74135, 0.58654], [-0.47959, -4.71323, 0.10007], [-1.28212, -5.83124, -0.00666], [-2.55639, -5.76461, -0.59897], [-3.02099, -4.52715, -0.96296], [-2.31045, -3.36187, -0.66066], [-2.88083, -2.10593, -1.09153], [-2.24950, -0.93711, -1.04999], [-2.73895, 0.14748, -1.64265], [-1.81676, 1.10514, -1.78100], [-0.62711, 0.91835, -1.35576], [-2.21100, 2.25673, -2.58579], [-1.13194, 3.13061, -2.95218], [-1.38179, 4.32815, -3.56849], [-2.69900, 4.66489, -3.95463], [-3.75949, 3.81759, -3.60222], [-3.53855, 2.60927, -2.92854], [-0.97636, -3.40253, -0.20107], [-0.18171, -2.41152, -0.18517], [1.37041, -6.72507, 0.21567], [0.56157, -6.47322, 1.84105], [2.22354, -5.90306, 1.52810], [-0.95413, -6.79978, 0.40115], [-3.12232, -6.71252, -0.62356], [-3.98084, -4.39826, -1.44919], [-3.89617, -2.06128, -1.42913], [-0.11809, 2.98734, -2.63278], [-0.50632, 4.94952, -3.88388], [-2.96283, 5.61148, -4.43870], [-4.69237, 4.03681, -3.93372], [-4.37662, 1.92775, -2.84566], [4.38765, -0.56034, -1.22672], [2.49818, 0.06225, -1.24107], [1.82974, -1.02197, -2.60791], [2.49262, 1.86707, -1.69893], [1.66364, -0.15784, 0.28650], [2.32326, -0.00497, 1.45300], [3.41219, 0.90849, 1.58381], [3.99267, 1.22361, 2.80833], [3.46952, 0.69163, 3.98326], [2.45417, -0.27985, 3.92976], [1.96916, -0.63552, 2.68796], [1.06180, -1.67604, 2.65209], [4.31853, -1.60076, -0.87387], [5.21441, -0.17502, -0.59609], [4.78888, -0.51064, -2.31325], [2.38007, -0.80472, -3.49631], [0.75719, -0.92961, -2.65792], [2.01745, -2.06807, -2.43909], [3.50336, 2.31390, -1.71758], [1.81969, 2.49514, -1.11148], [2.15807, 1.83222, -2.73184], [3.77705, 1.47805, 0.68946], [4.84561, 1.92913, 2.86295], [3.88203, 1.00314, 4.95796], [2.11470, -0.78205, 4.81961], [-0.92913, 1.32924, 1.38565], [-0.67404, 2.61461, 1.63023], [0.36369, 2.94520, 2.53372], [0.82390, 4.22551, 2.68953], [0.08063, 5.25066, 2.12444], [-1.11810, 4.91114, 1.54120], [-1.55066, 3.55925, 1.25272], [-3.06055, 3.32424, 0.65668], [0.91340, 2.09008, 2.96297], [1.68675, 4.36703, 3.35806], [0.32723, 6.32504, 2.14532], [-1.69657, 5.72200, 1.03372], [-2.37874, -3.49959, 2.17236], [-2.71860, -2.14857, 2.61066], [-3.98291, -1.70131, 2.05928], [-2.62907, -1.98391, 4.04441], [-1.68454, -1.09482, 2.02176]],
  "forces_ev_per_a": [[1.3, -0.5, -1.7], [1.6, 1.7, 0.8], [0.3, -1.6, 0.7], [-0.4, -0.2, 0.3], [0.3, -0.3, 0.2], [0.0, -0.5, 0.4], [-0.7, -0.3, 0.4], [0.2, 0.8, -0.9], [1.2, 2.6, 0.3], [0.5, -2.8, 1.3], [-1.4, 1.6, -1.2], [-0.9, -3.1, 0.4], [0.5, 0.7, 0.2], [0.8, 1.9, -0.3], [-1.5, -0.2, 0.8], [-0.3, 1.0, -1.6], [-0.1, 0.0, 0.8], [3.4, -0.9, 0.6], [1.1, 0.2, -0.8], [0.1, -1.2, -1.0], [0.2, 1.1, 0.9], [-0.4, -0.3, -0.2], [0.0, 0.2, -0.5], [-1.1, 0.0, -0.5], [-0.1, 0.6, -0.4], [0.1, 0.8, -0.4], [-0.1, -0.1, 0.1], [-0.6, -0.2, -0.6], [0.2, -0.8, 0.2], [-1.0, -0.3, 0.4], [0.4, -0.3, 0.0], [-2.8, 0.7, -0.8], [0.3, -0.1, 0.6], [0.2, 0.1, -0.8], [0.9, -0.6, 1.6], [-0.1, 0.0, 1.0], [0.5, 0.3, -0.5], [-0.3, -0.9, -0.7], [0.5, 0.9, 0.4], [0.5, 0.6, -0.3], [0.0, 0.2, 0.1], [0.3, -0.1, 0.8], [0.7, 0.6, -0.8], [-0.5, -0.6, -0.1], [0.4, 0.9, -0.2], [0.0, -0.1, -0.6], [-0.8, 0.4, -0.2], [-0.7, -0.4, 1.6], [0.0, 0.5, -1.0], [-0.4, 0.3, -0.5], [0.2, -0.5, 0.5], [-0.3, -0.2, 0.1], [0.0, -0.2, 0.0], [-0.2, 0.5, -0.3], [-0.5, -0.8, 0.8], [-0.7, -0.4, -0.1], [-0.2, -0.3, -0.5], [-0.2, -0.1, 0.1], [0.2, 1.0, 0.9], [1.5, -0.7, 1.7], [0.3, -1.0, -1.5], [0.6, -1.1, 1.2], [-1.6, 0.9, -0.7], [0.7, 1.2, -1.3], [0.0, 1.9, 0.8], [-1.0, -0.6, -0.7], [-0.6, 0.4, -0.4], [-0.4, 0.0, -0.5], [0.2, -0.7, 0.2], [0.3, -1.0, 0.7], [-0.4, 1.8, 1.1], [1.2, 1.8, -1.5], [0.7, -0.9, 0.8], [-0.2, -0.4, -1.0], [-1.8, -2.6, 1.6]]
}